Record 1
{
  "formula": "C15H22N2O4",
  "method": "ωB97M-V/def2-TZVPD",
  "de_lowest_ev": 5.493,
  "smiles": "O=C([C@H](CO)NC(=O)[C@H]1C[C@@]2(C1)C[C@]21CC1)N1CCCO1",
  "largest_force_ev_per_a": 0.57,
  "charge": 0,
  "homo_energy_ha": -0.3300,
  "species": ["O", "C", "N", "C", "C", "O", "C", "O", "N", "C", "C", "C", "O", "C", "C", "C", "C", "C", "C", "C", "C", "H", "H", "H", "H", "H", "H", "H", "H", "H", "H", "H", "H", "H", "H", "H", "H", "H", "H", "H", "H", "H", "H"],
  "positions_angstrom": [[0.269466, -1.447976, 1.514678], [0.724690, -0.527397, 0.854420], [0.163823, -0.133494, -0.316456], [-1.012652, -0.781171, -0.853576], [-2.253802, -0.197571, -0.178751], [-3.413411, -0.792233, -0.747547], [-1.075271, -0.452650, -2.339595], [-0.822821, 0.676376, -2.716153], [-1.523847, -1.389568, -3.244179], [-2.706491, -1.078525, -4.065915], [-3.737557, -2.113477, -3.634796], [-2.840461, -3.275998, -3.260695], [-1.690869, -2.684109, -2.660443], [1.956467, 0.229409, 1.281792], [1.997319, 0.663625, 2.771338], [3.405427, 0.084159, 2.858401], [3.216494, -0.647160, 1.533087], [4.651932, 0.838212, 3.278357], [4.160363, -0.337493, 4.039997], [3.854452, -0.689116, 5.441117], [4.702997, -1.605427, 4.567036], [0.507721, 0.671321, -0.816192], [-0.957702, -1.847307, -0.659850], [-2.174416, -0.414657, 0.888866], [-2.251737, 0.886085, -0.334011], [-4.180763, -0.496187, -0.250105], [-2.999162, -0.047919, -3.876513], [-2.455537, -1.183493, -5.121635], [-4.287461, -1.764188, -2.765722], [-4.427548, -2.360072, -4.439430], [-3.268793, -3.945407, -2.517482], [-2.538523, -3.851267, -4.142129], [2.171892, 1.059446, 0.608407], [1.878566, 1.728250, 2.970684], [1.279848, 0.089842, 3.359449], [2.941277, -1.693116, 1.675313], [4.016006, -0.569113, 0.797305], [5.539121, 0.718528, 2.667130], [4.519435, 1.822498, 3.712793], [4.358670, -0.146609, 6.230272], [2.848774, -1.014202, 5.676432], [4.253688, -2.531730, 4.231454], [5.761829, -1.661516, 4.783977]],
  "forces_ev_per_a": [[0.00, 0.00, 0.00], [-0.01, 0.00, 0.00], [0.00, 0.00, 0.00], [0.39, -0.14, -0.05], [0.00, 0.00, 0.00], [0.00, 0.00, 0.00], [-0.47, 0.30, -0.08], [0.00, 0.00, 0.00], [-0.16, -0.33, 0.43], [0.25, 0.17, -0.30], [0.00, 0.00, 0.00], [0.00, 0.00, 0.00], [0.00, 0.00, 0.00], [0.01, -0.01, 0.00], [0.00, 0.01, 0.00], [0.01, -0.01, -0.02], [0.00, 0.01, 0.00], [-0.01, 0.00, 0.01], [0.01, 0.00, 0.01], [0.01, 0.01, -0.01], [-0.01, 0.00, 0.00], [0.00, 0.00, 0.00], [0.00, 0.00, 0.00], [0.00, 0.00, 0.00], [0.00, 0.00, 0.00], [0.00, 0.00, 0.00], [0.00, 0.00, 0.00], [0.00, 0.00, 0.00], [0.00, 0.00, 0.00], [0.00, 0.00, 0.00], [0.00, 0.00, 0.00], [0.00, 0.00, 0.00], [0.00, 0.00, 0.00], [0.00, 0.00, 0.00], [0.00, 0.00, 0.00], [0.00, 0.00, 0.00], [0.00, 0.00, 0.00], [0.00, 0.00, 0.00], [0.00, 0.00, 0.00], [-0.01, 0.00, 0.00], [0.00, 0.00, 0.01], [0.00, 0.00, 0.00], [0.00, 0.00, 0.00]],
  "lowdin_charge": [0.066, -0.450, 0.118, -0.200, -0.174, -0.045, -0.382, 0.091, -0.002, -0.110, -0.137, -0.168, -0.088, -0.181, -0.040, -0.341, -0.036, 0.010, -0.379, -0.063, -0.063, 0.138, 0.150, 0.127, 0.131, 0.097, 0.127, 0.122, 0.096, 0.117, 0.128, 0.121, 0.141, 0.115, 0.118, 0.121, 0.115, 0.106, 0.106, 0.099, 0.100, 0.100, 0.099]
}


Record 2
{
  "formula": "C5H9N",
  "method": "ωB97M-V/def2-TZVPD",
  "de_lowest_ev": 5.122,
  "largest_force_ev_per_a": 4.31,
  "charge": 0,
  "homo_energy_ha": -0.3302,
  "species": ["C", "C", "C", "N", "C", "C", "H", "H", "H", "H", "H", "H", "H", "H", "H"],
  "positions_angstrom": [[0.084569, 0.088588, -0.636388], [0.775264, -1.195980, 1.422896], [-0.107878, 1.310425, -1.544888], [1.178379, 0.272590, 0.297203], [-1.086523, -0.222372, 0.219467], [-2.152061, -0.097307, 0.790401], [2.045229, 0.288693, -0.243615], [0.230472, -0.796102, -1.275436], [-0.073345, -1.798021, 1.734022], [1.171264, -0.752216, 2.331105], [1.442340, -1.886972, 0.915949], [-1.081348, 1.296485, -2.043444], [0.668404, 1.310647, -2.316072], [-0.024732, 2.243055, -0.980660], [-3.070032, -0.061513, 1.329459]],
  "forces_ev_per_a": [[-0.59, -0.28, -0.09], [4.05, 1.30, -0.72], [-0.10, -0.02, -0.04], [-2.52, -1.68, 1.90], [-2.19, 1.82, -0.51], [1.08, -0.42, -0.56], [0.27, -1.09, 0.60], [0.02, 0.05, -0.10], [-1.04, 1.07, -1.13], [0.42, -0.27, -0.11], [0.44, -0.13, 0.54], [0.16, -0.09, 0.05], [-0.04, 0.01, 0.06], [-0.05, -0.20, 0.09], [0.08, -0.08, 0.01]],
  "lowdin_charge": [-0.524, 0.011, -0.063, 0.010, -0.159, 0.129, 0.077, 0.130, 0.050, 0.044, 0.040, 0.078, 0.071, 0.080, 0.026]
}


Record 3
{
  "formula": "C3H3NO2",
  "method": "ωB97M-V/def2-TZVPD",
  "de_lowest_ev": 2.984,
  "largest_force_ev_per_a": 5.69,
  "charge": 0,
  "multiplicity": 3,
  "homo_energy_ha": [-0.3023, -0.4293],
  "species": ["C", "C", "C", "N", "O", "O", "H", "H", "H"],
  "positions_angstrom": [[1.932941, -0.774174, 0.327422], [-0.256805, 0.328965, -0.309576], [0.558558, -0.869775, 0.107892], [3.056923, -0.644263, 0.435696], [-0.177567, 0.141564, -1.716708], [0.265018, -1.281757, -1.761815], [-1.205150, 0.113791, 0.282963], [0.033863, 1.327649, -0.085290], [0.004179, -1.708324, 0.385321]],
  "forces_ev_per_a": [[-2.69, -0.35, -0.37], [-0.09, -2.12, 2.15], [1.01, 2.27, 2.79], [2.75, 0.26, 0.34], [0.25, -4.72, -1.11], [-1.78, 4.58, -2.86], [0.18, 0.62, -1.84], [0.71, 0.64, 0.16], [-0.34, -1.18, 0.74]],
  "lowdin_charge": [-0.249, -0.174, -0.157, 0.154, -0.008, 0.074, 0.146, 0.119, 0.094]
}